Entry 1:
C18H19NO6 in the gas phase. Source: the OMol25 dataset; level of theory: ωB97M-V/def2-TZVPD.

## Properties
Energy relative to the best compared isomer or geometry (same formula, charge and spin) (kcal/mol): 0.5
HOMO level (eV): -8.36
Kohn-Sham gap (eV): 8.66
E_tot (hartree): -1203.565985
SMILES: CCOC(=O)c1c(C)[nH]c(C(=O)COC(=O)c2ccc(O)cc2)c1C
Maximum force (eV Å⁻¹): 1.05

Cartesian coordinates (Å):
C1 5.10810 -1.32077 -3.42860
C2 4.28111 -2.38964 -2.73872
O1 3.41606 -1.75349 -1.80153
C3 2.60447 -2.57045 -1.10142
O2 2.60960 -3.76993 -1.25798
C4 1.75616 -1.83289 -0.16902
C5 1.72244 -0.44324 0.01286
C6 2.48398 0.63944 -0.65306
N1 0.82448 -0.17068 0.96513
C7 0.23805 -1.33227 1.42211
C8 -0.74575 -1.40269 2.46293
O3 -1.23640 -2.44197 2.86206
C9 -1.17525 -0.07025 3.12228
O4 -2.12125 0.63495 2.32430
C10 -1.73120 1.71693 1.65263
O5 -0.57848 2.11257 1.63266
C11 -2.83450 2.38054 0.94201
C12 -4.13238 1.87232 0.96069
C13 -5.13946 2.52480 0.28230
C14 -4.86844 3.69577 -0.42405
O6 -5.82666 4.36596 -1.09988
C15 -3.56970 4.20634 -0.44443
C16 -2.56590 3.55236 0.23135
C17 0.81403 -2.39743 0.72232
C18 0.48360 -3.82822 0.90806
H1 4.45872 -0.62013 -3.94679
H2 5.77640 -1.78416 -4.14841
H3 5.69752 -0.77306 -2.69810
H4 4.91843 -3.10516 -2.20626
H5 3.67459 -2.95145 -3.45865
H6 2.33280 0.60052 -1.72980
H7 2.16202 1.60815 -0.27696
H8 3.55045 0.51761 -0.47314
H9 0.56177 0.76999 1.25592
H10 -1.69538 -0.31924 4.05103
H11 -0.30972 0.56718 3.33132
H12 -4.34215 0.96597 1.50581
H13 -6.14656 2.12968 0.29575
H14 -6.67795 3.91838 -1.01300
H15 -3.37978 5.11298 -0.99584
H16 -1.55719 3.93578 0.22629
H17 1.11569 -4.44705 0.28008
H18 -0.56319 -4.00084 0.66125
H19 0.60683 -4.10321 1.95452



Entry 2:
A molecular structure, C36H41N3O4P2RuS2. Source: the OMol25 dataset; level of theory: ωB97M-V/def2-TZVPD.

## Properties
Energy relative to the best compared isomer or geometry (same formula, charge and spin) (kcal/mol): 0.0
HOMO level (spin up / spin down) (eV): -10.24 / -10.58
Total charge: +1
<S²>: 0.7861
Kohn-Sham gap (spin up / spin down) (eV): 7.31 / 6.64
E_tot (hartree): -3435.629165
Spin multiplicity: 2
Maximum force (eV Å⁻¹): 0.39

Cartesian coordinates (Å):
Ru1 -0.22971 0.13893 -0.23190
C1 -4.95030 -3.19366 1.49144
C2 -3.66638 -3.62788 1.77890
C3 -2.62531 -2.71277 1.87321
C4 -2.86053 -1.35503 1.67670
C5 -4.15846 -0.92699 1.40201
C6 -5.19612 -1.83768 1.30872
P1 -1.46532 -0.19669 1.69125
C7 -2.02388 1.21472 2.70693
C8 -1.20234 2.34199 2.74674
C9 -1.49953 3.40268 3.58899
C10 -2.62201 3.35001 4.40303
C11 -3.43226 2.22411 4.38726
C12 -3.13378 1.15779 3.55110
C13 -0.20031 -0.92467 2.76329
C14 -0.38392 -1.53634 3.97552
C15 0.73696 -1.91584 4.74139
C16 2.00322 -1.63102 4.30429
C17 2.21691 -0.96971 3.07145
C18 3.50504 -0.59761 2.61053
C19 3.65253 0.08057 1.43103
C20 2.53427 0.37153 0.62637
C21 1.26185 -0.00706 1.00663
C22 1.09611 -0.64506 2.27988
H1 -5.76177 -3.90605 1.42286
H2 -3.46864 -4.68182 1.92789
H3 -1.62527 -3.06015 2.09740
H4 -4.36720 0.12807 1.28028
H5 -6.20055 -1.49112 1.10257
H6 -0.31757 2.38320 2.12756
H7 -0.84969 4.26749 3.60936
H8 -2.85769 4.17836 5.05792
H9 -4.29596 2.16707 5.03663
H10 -3.76189 0.27842 3.57804
H11 -1.38262 -1.72338 4.35241
H12 0.59085 -2.41562 5.68954
H13 2.86092 -1.90104 4.90826
H14 4.36987 -0.84292 3.21461
H15 4.63924 0.37899 1.10049
H16 2.68008 0.87350 -0.31896
C23 1.26738 0.35032 -4.77753
P2 1.93130 0.48484 -3.11687
C24 2.54539 2.16583 -2.97038
C25 3.34396 -0.61310 -3.03065
O1 0.90074 0.12509 -2.08577
H17 2.04149 0.55523 -5.51723
H18 0.45534 1.06689 -4.90077
H19 0.88125 -0.65785 -4.92883
H20 3.26765 2.36927 -3.76214
H21 3.02776 2.31174 -2.00442
H22 1.70859 2.85883 -3.04633
H23 4.07035 -0.38560 -3.81075
H24 2.99067 -1.63935 -3.13562
H25 3.81055 -0.52080 -2.04975
S1 -0.39021 2.61220 -0.55402
C26 -1.88617 2.22826 -1.28302
N1 -3.06643 2.32826 -0.70867
C27 -4.18630 1.67028 -1.39059
C28 -3.78254 1.56609 -2.86203
S2 -1.96223 1.56847 -2.86385
H26 -3.11831 2.63637 0.25424
H27 -5.09686 2.25238 -1.26414
H28 -4.31756 0.67435 -0.97085
H29 -4.12855 2.41371 -3.44989
H30 -4.13406 0.63706 -3.30166
C29 0.19338 -5.03296 1.09130
C30 0.79785 -5.17084 -0.30059
C31 0.24429 -4.16037 -1.31984
C32 0.97758 -4.33540 -2.66917
C33 0.48158 -3.38822 -3.75837
C34 -1.22049 -4.45421 -1.57419
O2 -1.63073 -5.55894 -1.83968
N2 -2.07865 -3.37618 -1.53879
C35 -1.73913 -2.08353 -1.19411
O3 -2.56136 -1.17793 -1.32282
N3 -0.49513 -1.84675 -0.68632
C36 0.54024 -2.74864 -0.81701
O4 1.68193 -2.44837 -0.54002
H31 0.60338 -5.78704 1.76214
H32 -0.89033 -5.17386 1.06578
H33 0.41216 -4.05238 1.52482
H34 0.60324 -6.16722 -0.69893
H35 1.87751 -5.02784 -0.25608
H36 0.84938 -5.37186 -2.98309
H37 2.03782 -4.16950 -2.47385
H38 -0.54899 -3.60776 -4.04352
H39 1.09365 -3.47887 -4.65632
H40 0.52320 -2.34712 -3.42177
H41 -3.03569 -3.53017 -1.82376



Entry 3:
A molecular structure, C20H11BCl5N2PtS. Source: the OMol25 dataset; level of theory: ωB97M-V/def2-TZVPD.

## Properties
Energy relative to the best compared isomer or geometry (same formula, charge and spin) (kcal/mol): 7.8
HOMO level (eV): -5.86
Total charge: -1
Kohn-Sham gap (eV): 7.89
E_tot (hartree): -3721.711905
Maximum force (eV Å⁻¹): 0.18

Cartesian coordinates (Å):
Pt1 0.45760 -0.13189 -0.70347
Cl1 3.12255 0.01702 1.36847
C1 2.01374 -1.27823 1.70941
C2 0.88242 -1.40834 0.90765
C3 0.03022 -2.45485 1.24848
Cl2 -1.43255 -2.66795 0.32612
C4 0.25909 -3.31311 2.32253
Cl3 -0.85212 -4.58033 2.70661
C5 1.39647 -3.13705 3.10366
Cl4 1.70028 -4.17744 4.44936
C6 2.28471 -2.11036 2.79346
Cl5 3.69673 -1.88619 3.76387
S1 -2.78845 2.86886 0.07111
C7 -2.51107 2.10972 1.60695
C8 -3.15735 2.35739 2.81296
C9 -2.75337 1.64640 3.92525
C10 -1.71798 0.71154 3.83058
C11 -1.07949 0.46349 2.63254
C12 -1.48559 1.16487 1.49832
N1 -0.97396 1.04974 0.20582
C13 -1.54747 1.88900 -0.62335
C14 -1.09489 1.96302 -1.99846
C15 -1.63165 2.84099 -2.94062
C16 -1.10351 2.85364 -4.21567
C17 -0.05136 1.98870 -4.52275
C18 0.46954 1.12039 -3.57616
C19 -0.03786 1.07735 -2.27281
H1 -3.94952 3.09179 2.87370
H2 -3.23677 1.82069 4.87744
H3 -1.40483 0.16782 4.71222
H4 -0.27650 -0.25276 2.57035
H5 -2.44872 3.50646 -2.68049
H6 -1.49808 3.52735 -4.96525
H7 0.36612 1.99744 -5.52313
H8 1.28148 0.45905 -3.85220
B1 3.52467 -2.48481 -3.38776
C20 2.51042 -1.69615 -2.46057
N2 1.76747 -1.12603 -1.78969
H9 4.57855 -2.55701 -2.79015
H10 3.64225 -1.84885 -4.41779
H11 3.04879 -3.58139 -3.59654



Entry 4:
3 unconnected molecules or ions with the total composition C4H14N2S. Source: the OMol25 dataset; level of theory: ωB97M-V/def2-TZVPD.

## Properties
Energy relative to the best compared isomer or geometry (same formula, charge and spin) (kcal/mol): 86.0
HOMO level (eV): -8.53
Kohn-Sham gap (eV): 6.88
E_tot (hartree): -668.349359
Maximum force (eV Å⁻¹): 3.95

Cartesian coordinates (Å):
N1 0.05122 0.95885 2.01804
C1 1.43462 0.44336 1.93759
C2 1.67583 -0.56208 0.80351
N2 3.08151 -0.96588 0.80848
H1 0.58941 1.50995 -0.64097
H2 -0.23053 1.20811 1.08458
H3 -0.52013 0.20473 2.37391
H4 2.11158 1.29946 1.86511
H5 1.64544 -0.04628 2.89082
H6 0.99671 -1.40241 0.96110
H7 1.39972 -0.10659 -0.17819
H8 3.24763 -1.76473 0.21259
H9 3.66495 -0.20670 0.47532
C3 -3.03232 -0.23041 -0.62522
C4 -2.08359 -0.53597 -1.78724
S1 -0.50044 0.40510 -1.62816
H10 -3.84826 -0.95516 -0.69433
H11 -3.38841 0.79182 -0.73444
H12 -2.53921 -0.37136 0.33453
H13 -2.53790 -0.27529 -2.74203
H14 -1.76530 -1.57593 -1.83804



Entry 5:
2 unconnected molecules or ions with the total composition C5H12ClFOS. Source: the OMol25 dataset; level of theory: ωB97M-V/def2-TZVPD.

## Properties
HOMO level (eV): -5.58
Kohn-Sham gap (eV): 3.73
E_tot (hartree): -1230.985972
Maximum force (eV Å⁻¹): 0.53

Cartesian coordinates (Å):
C1 3.70179 -0.23161 0.30140
C2 2.46934 -0.23101 -0.62335
S1 0.96562 -0.59605 0.27394
F1 0.39778 -1.78713 -0.57206
C3 -0.05716 0.79494 -0.09816
C4 -1.52158 0.62897 0.33692
C5 -2.36481 -0.29447 -0.49471
Cl1 -2.16028 2.30378 0.24773
H1 4.05370 0.78298 0.47206
H2 3.48753 -0.69167 1.26487
H3 4.50864 -0.78736 -0.16963
H4 2.33666 0.72357 -1.12911
H5 2.54936 -1.00180 -1.39118
H6 0.43659 1.56526 0.51665
H7 0.02509 1.08120 -1.14828
H8 -1.58217 0.34197 1.38989
H9 -3.35478 -0.37978 0.09488
H10 -2.55201 0.13188 -1.48299
H11 -1.94208 -1.29668 -0.55886
O1 -4.65665 -0.70483 0.93860
H12 -4.74060 -0.35216 1.83137